(1)
24
Properties=species:S:1:pos:R:3:forces:R:3:lowdin_charge:R:1 method="wB97M-V/def2-TZVPD" gap_ev="6.57 / 6.42" e_homo_ev="-3.1 / -3.0" de_lowest_kcal_mol=122.34 total_charge=-1
C 1.30020 3.09706 0.15781 -1.8547 -1.4791 1.9505 -0.172
C 0.73881 2.10040 0.91766 0.2268 1.0253 1.1562 -0.060
C 2.04188 -1.70691 -0.10066 3.8896 -0.5280 -1.6092 -0.025
C 0.90709 -1.44501 0.53170 0.5503 -2.1983 -1.2301 -0.492
C -1.84405 -0.01105 -0.16290 2.6455 0.3864 1.2096 -0.216
C 0.52739 -0.15327 0.82251 -3.1684 -1.1673 1.2704 -0.034
C -2.55605 1.03689 0.42047 0.4088 -2.1182 -0.9344 -0.525
C 0.10800 -2.68138 0.94965 -0.8004 2.2534 -1.1962 -0.065
C -1.51334 -0.22229 -1.57887 2.2489 -0.8975 -0.0032 -0.089
N 1.68176 2.56203 -0.98266 0.8339 0.7587 -2.0889 -0.023
N 1.44413 1.33149 -0.99283 0.5257 -3.1554 -1.5330 0.015
N 0.87843 0.96715 0.18054 0.3777 2.7848 1.3826 -0.152
O -2.79774 2.14484 0.74377 -0.4571 1.3744 0.6484 0.094
O -3.21509 -0.18145 0.45646 -0.4953 0.2783 0.0678 0.021
H 1.06669 4.08750 0.22271 0.2869 2.6519 0.4601 0.057
H 0.31766 2.06630 1.94754 0.3612 -0.0002 -1.3542 0.131
H 2.55760 -2.74321 -0.06897 -1.0841 1.6789 -0.0698 0.067
H 2.67761 -0.89975 -0.59385 -0.9411 -1.0807 0.8015 0.055
H 0.24921 -2.85804 1.99499 -0.4129 -0.2847 0.6667 0.057
H -0.87016 -2.21462 0.65881 -0.0367 -1.4074 0.8271 0.071
H 0.37369 -3.53795 0.31482 -0.1281 0.3366 0.3597 0.068
H -1.46835 -1.32576 -1.85106 -0.0303 1.3539 0.2172 0.093
H -2.13105 0.32691 -2.21983 -1.4365 0.5425 -1.3985 0.038
H -0.47432 0.26011 -1.76784 -1.5097 -1.1083 0.3996 0.087

=====

(2)
72
Properties=species:S:1:pos:R:3:forces:R:3:lowdin_charge:R:1 method="wB97M-V/def2-TZVPD" gap_ev=10.89 smiles="COC(=O)OC.COC(=O)OC.COC(=O)OC.COC(=O)OC.COC(=O)OC.COC(=O)OC" e_homo_ev=-10.3 de_lowest_kcal_mol=72.61
C 4.91920 -2.10138 4.63627 0.9633 -0.3768 1.5205 -0.087
O 4.25707 -1.42017 3.62008 -2.3356 -0.6860 -1.7701 -0.012
C 3.25898 -2.12085 2.94812 -0.5214 -0.9461 0.2199 -0.483
O 2.79577 -3.22898 3.22795 1.3926 2.5559 -0.5376 0.104
O 2.84850 -1.34472 1.91761 2.3259 0.9648 3.1653 -0.010
C 2.08885 -1.83377 0.90367 -1.1604 -1.7005 -1.4400 -0.081
H 4.41371 -2.98518 5.02547 -0.0639 -0.1235 -0.5880 0.094
H 5.03862 -1.46095 5.51017 -0.2364 0.4207 -0.1468 0.090
H 5.94022 -2.30682 4.31469 -0.0943 -0.4068 -0.1533 0.095
H 1.76750 -0.97426 0.31537 -0.0834 -0.3705 -0.0471 0.082
H 1.26115 -2.45704 1.24211 -0.3978 0.4177 0.2463 0.098
H 2.67067 -2.55082 0.32453 0.2177 0.2485 -0.4874 0.105
C -5.66539 1.80678 0.72371 1.7545 -1.0081 -2.5433 -0.097
O -6.80443 2.33426 1.25890 -2.6973 0.8546 1.5751 -0.007
C -8.06465 2.06138 0.80023 1.2943 -2.0957 -1.9112 -0.557
O -8.31397 1.31622 -0.14979 0.3576 1.5913 1.7412 0.101
O -8.92192 2.68169 1.57629 -0.9149 0.5427 0.7653 0.009
C -10.33630 2.66427 1.23963 0.3311 0.5674 -0.9524 -0.013
H -4.75840 2.15373 1.21878 -0.4892 0.2682 0.4407 0.100
H -5.57331 2.11035 -0.31911 0.0659 0.3143 -0.1962 0.097
H -5.57769 0.72451 0.62832 -0.6255 -0.2707 0.6598 0.082
H -10.67614 1.67840 0.92236 0.1289 0.0744 0.2623 0.096
H -10.49684 3.37895 0.43244 0.2193 -0.2707 -0.4476 0.093
H -10.94189 3.12255 2.02152 0.5914 -0.6108 0.6101 0.091
C 6.74109 3.87928 -1.87988 1.9680 -1.4187 -1.4934 -0.096
O 5.97236 3.93926 -0.75313 -4.1243 0.1205 1.5428 -0.034
C 4.59781 3.65105 -0.90641 0.7556 2.1557 0.3076 -0.499
O 3.97758 3.42830 -1.91575 1.4167 -0.5112 0.6089 0.131
O 3.92594 3.89095 0.23216 0.1137 -0.9940 0.0318 -0.014
C 4.40915 4.60775 1.36237 0.5413 1.1022 0.0915 -0.045
H 7.18668 2.88596 -1.82627 0.1793 -0.2082 -0.7412 0.100
H 7.59757 4.54911 -1.80324 -0.3783 0.4193 0.1050 0.097
H 6.21828 3.99493 -2.82929 -0.1747 0.1472 0.2306 0.100
H 3.54163 4.81388 1.98927 0.0151 -0.1430 -0.2103 0.097
H 4.83946 5.55252 1.03018 -0.1929 0.1530 -0.1015 0.094
H 5.19281 4.18566 1.99152 -0.1134 -0.8758 -0.4018 0.093
C 3.26608 -0.23471 -3.02634 -0.5998 -0.4707 0.2538 -0.024
O 3.65163 -1.37852 -3.80199 -0.1812 -0.0226 -0.1599 0.009
C 4.89945 -1.55964 -4.17996 3.4480 1.6376 1.9164 -0.595
O 5.91254 -0.89381 -3.84496 -3.0021 -1.2452 -1.0843 0.064
O 4.96629 -2.68046 -4.86211 -0.5087 -1.2213 -0.5575 0.000
C 6.15259 -2.95800 -5.60637 -0.1238 0.6254 -0.8531 -0.035
H 3.06715 0.59879 -3.69999 0.4575 0.1707 0.2807 0.104
H 3.92927 -0.04560 -2.18223 0.3998 0.2585 -0.4933 0.099
H 2.31639 -0.53236 -2.58183 -0.0785 0.0284 -0.1571 0.072
H 7.03252 -3.17557 -5.00098 -0.1844 0.3888 0.1032 0.099
H 6.24718 -2.10798 -6.28210 0.8337 0.1400 0.2333 0.099
H 5.98141 -3.78501 -6.29546 -0.4660 -0.2770 0.5384 0.090
C 1.19103 2.19952 -1.38602 2.0872 0.1526 -0.9014 -0.088
O -0.04218 1.94223 -0.87965 -4.4520 -1.5867 2.0023 -0.001
C -0.54988 0.67761 -0.91137 0.5561 -1.3474 0.7859 -0.478
O 0.04046 -0.31374 -1.33460 -0.8195 1.8926 0.2604 0.077
O -1.77255 0.56806 -0.25186 1.4715 1.2789 -2.0936 -0.014
C -2.34282 -0.74649 -0.28570 0.3196 -0.8589 1.4827 -0.066
H 1.64261 3.08973 -0.94819 -0.5999 0.1095 0.1372 0.084
H 1.03175 2.38475 -2.44829 0.8762 -0.3204 -0.2155 0.115
H 1.86826 1.39612 -1.09617 0.1903 -0.1547 -0.7352 0.088
H -2.24883 -1.36615 -1.17749 0.2625 0.7395 -0.3325 0.097
H -3.38156 -0.73832 0.04453 0.0132 0.6497 -0.2704 0.071
H -1.82005 -1.26258 0.51957 0.0424 -0.4791 -0.0704 0.090
C -3.66744 -4.17433 0.10199 0.2494 1.6878 0.5508 -0.021
O -4.31810 -4.20099 1.37136 -1.2510 -0.2045 0.4798 -0.021
C -5.12523 -3.20346 1.81160 1.7461 2.6078 -1.1362 -0.510
O -5.16253 -2.00582 1.38542 -0.1338 -4.4799 1.2360 0.054
O -5.70840 -3.68333 2.91431 0.6857 1.0551 -1.0406 0.003
C -6.31791 -2.67150 3.70710 -1.8168 -0.5328 0.3238 -0.047
H -4.39578 -3.92113 -0.66840 0.2233 -0.4228 -0.2077 0.106
H -3.08172 -5.08493 -0.02384 -0.6576 -0.1203 0.0037 0.101
H -2.94556 -3.36189 0.18526 0.1155 0.0971 -0.4670 0.069
H -6.61625 -3.25079 4.58089 0.3978 0.5829 0.4184 0.098
H -7.26805 -2.39715 3.24878 0.0432 0.2369 -0.2291 0.095
H -5.76133 -1.74937 3.87443 0.4273 -0.4973 0.0425 0.102

=====

(3)
15
Properties=species:S:1:pos:R:3:forces:R:3:lowdin_spin:R:1 method="wB97M-V/def2-TZVPD" gap_ev="10.81 / 6.68" multiplicity=2 e_homo_ev="-10.0 / -10.0" de_lowest_kcal_mol=16.06
C -0.16210 -1.04901 -1.56882 1.0797 0.5324 1.2365 0.003
C -0.39497 -0.01177 -0.42993 -1.0685 -0.8956 -0.2177 0.001
C 0.93570 0.45318 0.18738 -1.4477 -0.9601 0.4168 0.109
C 0.79439 1.28366 1.52011 1.1468 -0.2033 -0.1033 0.085
O -0.21810 2.05546 1.43966 -0.4249 0.3380 -0.2008 0.758
O 1.58575 1.13059 2.41725 -0.2420 0.1041 0.0276 0.026
N -1.44115 -0.57649 0.48400 0.8715 0.8924 0.2070 0.000
H -0.29102 -2.07539 -1.22349 -0.6690 0.1530 0.0683 0.000
H 0.90918 -1.05491 -1.79239 -0.1519 0.3752 -0.8253 0.001
H -0.81898 -0.76803 -2.38016 0.1885 -0.4649 -0.4220 0.001
H -0.91660 0.84392 -0.85311 0.3019 0.1965 -0.2692 0.000
H 1.42083 -0.42986 0.61685 0.3943 0.1347 -0.3157 0.014
H 1.51880 0.93699 -0.59062 0.2801 0.2568 0.3578 0.003
H -1.00837 -0.97493 1.31237 0.1122 -0.4083 -0.0786 0.000
H -1.91336 0.23660 0.86089 -0.3709 -0.0508 0.1186 0.000

=====

(4)
20
Properties=species:S:1:pos:R:3:forces:R:3:lowdin_charge:R:1 method="wB97M-V/def2-TZVPD" gap_ev=4.78 e_homo_ev=-8.2 de_lowest_kcal_mol=122.52
C 2.52566 0.33012 -0.06683 0.0155 0.2785 0.2857 -0.329
C 1.21378 0.67688 -0.79301 -0.2411 -0.3445 -0.3953 -0.258
C 0.25810 1.01002 0.34656 -0.3460 1.4136 0.0945 -0.753
S -1.27792 1.45787 -0.25681 0.1821 -0.2433 0.0635 0.784
C -3.14833 -1.09932 0.02167 -0.2961 0.8021 -0.1537 -0.097
N 2.29279 -0.78966 0.72738 0.1977 0.2921 0.0412 0.057
H 3.25397 0.09855 -0.87319 -0.1956 0.0787 0.0428 0.149
H 2.85747 1.22035 0.49020 0.3556 -0.1587 -0.1523 0.120
H 1.29692 1.49453 -1.50898 0.1632 -0.0058 0.0648 0.107
H 0.83561 -0.21547 -1.29147 0.0618 0.0393 -0.1282 0.105
H 0.27585 0.10098 1.01350 0.3746 -0.4973 -0.0199 0.102
H 0.63626 1.81994 0.98896 0.1204 -0.2665 0.0072 0.074
H -3.24003 -0.88379 -1.04750 0.0399 -0.1264 0.1912 0.019
H -3.71716 -1.98154 0.27629 -0.0149 -0.2912 0.0982 0.014
H -3.55343 -0.24268 0.57306 -0.1003 -0.1594 -0.0816 0.004
H 0.93027 -1.72339 0.46908 -0.1463 -0.5494 -0.1904 -0.048
H 2.80933 -0.73084 1.60031 -0.1976 0.1372 0.2151 0.066
H 0.31787 -3.14250 0.29264 -0.0130 -0.0059 -0.0144 0.030
H -2.10331 -1.18435 0.28113 0.1994 -0.4013 -0.0150 -0.038
O 0.10523 -2.20931 0.21295 -0.1594 0.0082 0.0465 -0.109